C15H27CrN4O | the ωB97M-V functional and the def2-TZVPD basis

XYZ file:
```
48
Properties=species:S:1:pos:R:3:forces:R:3:nbo_charge:R:1
H 1.009 -2.589 -0.442 0.1 0.0 0.0 0.41
H 3.036 -1.786 3.716 0.0 -0.1 0.0 0.21
H -2.956 -1.742 0.450 0.0 0.0 -0.1 0.21
H -0.753 2.187 1.664 0.1 0.0 0.0 0.23
H -3.032 1.452 0.867 0.0 0.0 -0.1 0.21
H 0.870 3.138 -1.930 0.0 0.0 0.0 0.24
H -1.602 -0.248 1.716 0.2 0.0 0.1 0.40
C -0.266 -0.803 -2.848 0.1 0.0 0.4 0.23
H -0.949 -1.579 -4.714 0.0 0.0 0.0 0.24
H -0.853 3.374 -1.660 0.0 0.0 0.0 0.22
O 1.334 -0.122 1.376 0.4 0.0 0.4 -0.94
C -2.051 -1.309 0.012 0.1 -0.1 0.1 -0.23
H -1.459 0.688 -5.628 0.0 0.0 0.0 0.24
H -1.379 -3.321 -0.359 0.1 0.0 0.0 0.20
C -1.072 2.276 0.625 -0.3 -0.1 0.0 -0.22
C 1.831 -0.309 2.656 0.1 -0.1 0.3 0.26
N -1.587 -0.119 0.713 0.1 0.1 -0.5 -0.66
H 1.062 -0.459 4.683 -0.1 0.0 0.0 0.22
C 2.590 -1.641 2.731 -0.1 0.1 -0.1 -0.62
C -0.045 2.639 -1.604 0.0 0.0 0.0 -0.27
H 0.003 -1.171 3.455 0.0 0.0 0.0 0.19
C -0.328 1.498 -2.555 0.1 0.0 0.4 0.24
H -1.537 3.257 0.491 0.1 0.0 0.0 0.20
H -2.286 -1.035 -1.019 -0.1 0.0 0.0 0.20
N 0.140 2.153 -0.220 -0.1 0.2 -0.2 -0.64
H 3.586 0.890 2.276 0.0 0.0 0.0 0.21
N 0.245 -1.998 -0.747 -0.1 -0.2 -0.2 -0.64
H 3.381 -1.653 1.979 0.0 0.0 0.0 0.21
N -0.023 0.275 -2.072 -1.1 0.3 -2.8 -0.52
Cr 0.625 0.065 -0.310 0.6 -0.3 2.4 1.18
H 0.880 2.684 0.224 0.1 0.0 0.0 0.41
C -0.776 -0.689 -4.123 -0.1 0.0 -0.2 -0.24
C -0.960 -2.385 0.025 -0.3 0.1 0.1 -0.22
H 1.908 -2.472 2.535 0.0 0.0 0.0 0.19
H -2.342 1.175 -0.732 -0.1 0.0 0.0 0.19
H 1.027 -2.477 -2.640 0.0 0.0 0.0 0.24
C -1.059 0.572 -4.630 0.1 0.0 0.3 -0.11
H 3.221 0.699 4.004 0.0 0.0 0.0 0.21
C -0.839 1.680 -3.822 -0.1 0.0 -0.2 -0.24
H 2.243 1.788 3.004 0.0 0.0 0.0 0.19
C 2.785 0.839 3.014 -0.1 -0.1 -0.1 -0.62
C 0.677 -0.336 3.670 0.1 0.0 -0.1 -0.62
H -0.645 -2.549 1.056 0.1 0.0 0.0 0.23
C -2.112 1.187 0.336 0.1 0.1 0.1 -0.23
H -0.678 -2.872 -2.461 0.0 0.0 0.0 0.22
H 0.112 0.599 3.625 0.0 0.0 0.0 0.19
H -1.062 2.678 -4.175 0.0 0.0 0.0 0.24
C 0.085 -2.129 -2.212 0.0 0.0 0.0 -0.27
```
Positions in Å, forces in eV/Å.

ΔE to the lowest compared entry with this formula, charge and spin: 0.0 kJ/mol
HOMO energy (alpha / beta): -10.26 / -11.47 eV
2S+1: 5
electronic energy: -52418.8275 eV
gap between HOMO and LUMO (alpha / beta): 7.382 / 8.232 eV
total charge: +1
expectation value of S²: 6.02